A cluster of 4 separate species, C3H11O2S in total, computed with ωB97M-V with the def2-TZVPD basis set.

```
17
Properties=species:S:1:pos:R:3:nbo_charge:R:1
C 1.927 0.134 0.033 -0.682
C 0.540 0.550 0.391 -0.127
C -0.128 1.609 -0.397 -0.590
S -0.373 0.921 -2.063 -0.372
H 2.027 0.062 -1.035 0.219
H 2.731 0.755 0.425 0.204
H 2.077 -0.865 0.464 0.291
H 0.421 0.559 1.474 0.251
H -0.137 -0.340 0.004 -0.005
H -1.146 1.802 -0.043 0.214
H 0.448 2.520 -0.230 0.242
H -0.376 -0.833 -0.683 0.328
H 1.025 -2.498 2.592 0.422
O 0.634 -1.970 1.901 -1.344
H -2.018 -1.263 2.394 0.448
H -0.974 -1.691 1.456 0.519
O -1.978 -1.624 1.501 -1.018
```

Gap between HOMO and LUMO in hartree: 0.2543
LUMO energy in Ha: 0.1098
Net charge: -1

A structure of composition C37H37ClN8O4SiSr, computed with ωB97M-V with the def2-TZVPD basis set.

```
89
Properties=species:S:1:pos:R:3:lowdin_charge:R:1
Sr 14.108 12.587 8.427 1.193
C 15.072 11.264 13.248 -0.012
C 15.006 11.369 11.845 -0.127
N 13.973 11.933 11.298 0.089
C 12.961 12.418 12.012 -0.159
C 12.952 12.378 13.449 -0.165
C 13.988 11.721 14.034 -0.033
C 11.827 12.937 14.173 -0.021
C 10.762 13.469 13.493 -0.038
C 10.812 13.505 12.058 -0.145
C 9.654 14.045 11.331 0.009
C 9.576 13.813 9.988 -0.031
C 10.778 13.402 9.345 -0.126
N 11.853 13.049 9.961 0.076
C 11.824 12.949 11.333 -0.161
H 15.959 10.804 13.791 0.125
H 15.793 10.993 11.146 0.133
H 14.053 11.723 15.100 0.100
H 11.747 12.715 15.312 0.136
H 9.874 13.881 13.917 0.092
H 8.957 14.433 11.997 0.078
H 8.782 14.081 9.304 0.101
H 10.736 13.308 8.254 0.099
N 17.110 10.303 7.517 0.113
C 17.619 11.118 8.486 -0.507
N 18.813 10.775 8.953 0.104
C 19.337 11.634 9.837 -0.516
N 20.681 11.456 10.169 0.103
N 18.724 12.705 10.213 0.125
C 17.462 13.008 9.851 -0.324
N 16.873 12.213 8.820 0.055
C 16.904 14.250 10.198 -0.227
C 17.488 14.975 11.367 -0.078
C 16.615 15.524 12.282 -0.150
C 15.190 15.548 11.979 -0.097
C 14.793 15.088 10.683 -0.156
N 15.598 14.574 9.719 -0.179
H 17.819 9.680 7.105 0.091
H 16.488 10.663 6.803 0.079
H 21.132 10.574 10.232 0.054
H 20.980 12.096 10.886 0.066
H 18.549 15.016 11.547 0.072
H 17.147 16.021 13.155 0.085
H 14.407 15.826 12.568 0.029
H 13.847 15.273 10.334 0.070
C 15.043 17.382 8.727 -0.066
C 15.823 16.369 7.831 -0.600
C 17.337 16.555 7.990 -0.072
C 15.399 16.496 6.409 -0.108
C 15.365 14.894 8.290 -0.262
H 15.275 18.385 8.451 0.052
H 15.336 17.277 9.809 0.075
H 13.989 17.153 8.826 0.064
H 17.819 17.564 7.870 0.075
H 17.898 15.965 7.269 0.069
H 17.580 16.131 8.986 0.063
H 15.873 17.321 5.836 0.076
H 14.332 16.560 6.298 0.058
H 15.661 15.558 5.855 0.090
H 16.150 14.244 7.846 0.048
O 11.960 12.603 4.227 -0.346
Cl 12.642 12.924 5.457 0.644
O 12.775 14.323 5.496 -0.329
O 13.974 12.248 5.565 -0.442
O 11.890 12.397 6.621 -0.457
C 15.072 6.424 12.131 -0.128
C 15.034 6.163 10.753 -0.133
C 14.339 6.905 9.813 -0.121
C 13.652 8.095 10.143 -0.364
C 13.737 8.406 11.519 -0.136
C 14.305 7.521 12.470 -0.128
Si 12.979 9.334 8.875 0.603
C 12.181 8.225 7.613 -0.397
C 12.668 8.191 6.260 -0.095
C 11.874 7.638 5.228 -0.141
C 10.781 6.910 5.535 -0.137
C 10.310 6.877 6.891 -0.116
C 11.040 7.471 7.821 -0.177
H 15.506 5.818 12.879 0.070
H 15.689 5.446 10.291 0.079
H 14.216 6.575 8.745 0.107
H 13.121 9.231 11.711 0.053
H 14.259 7.693 13.601 0.105
H 11.686 9.673 9.500 -0.077
H 13.638 8.764 6.049 0.105
H 12.059 7.812 4.094 0.122
H 10.082 6.440 4.841 0.084
H 9.421 6.353 7.173 0.082
H 10.731 7.556 8.842 0.083
```

Gap between HOMO and LUMO in hartree: 0.1521
LUMO energy in Ha: 0.1424
Net charge: -2

Here are the calculated highest occupied orbital energy numbers, same order: -3.9, -0.3 (eV).
Here are the calculated energy above the lowest of the compared OMol25 structures with the same formula, charge and spin numbers, same order: 112.2, 60.4 (kcal per mole).